{
  "formula": "C37H43N6O2PPdS",
  "method": "wB97M-V/def2-TZVPD",
  "species": ["Pd", "S", "P", "O", "O", "N", "N", "N", "N", "N", "N", "C", "C", "C", "C", "C", "C", "C", "C", "C", "C", "C", "C", "C", "C", "C", "C", "C", "C", "C", "C", "C", "C", "C", "C", "C", "C", "C", "C", "C", "C", "C", "C", "C", "C", "C", "C", "C", "H", "H", "H", "H", "H", "H", "H", "H", "H", "H", "H", "H", "H", "H", "H", "H", "H", "H", "H", "H", "H", "H", "H", "H", "H", "H", "H", "H", "H", "H", "H", "H", "H", "H", "H", "H", "H", "H", "H", "H", "H", "H", "H"],
  "xyz": [[0.155, -0.554, -0.729], [2.344, -0.335, -1.464], [-0.224, 0.835, 3.074], [0.811, -3.186, 1.291], [-0.743, -3.044, -2.999], [0.017, -2.664, -0.840], [0.287, 1.358, -0.389], [1.286, 2.098, -0.988], [3.449, 2.117, -1.833], [0.033, -4.815, -0.120], [-1.820, -0.177, -0.351], [-1.285, 1.318, 5.798], [0.827, -5.529, -2.357], [-2.835, -1.041, -0.348], [-2.008, 5.592, 0.460], [2.101, 0.813, 4.891], [1.604, 0.921, 3.450], [-0.972, 6.051, 1.263], [-3.951, -5.789, -2.280], [-2.845, -7.728, -1.410], [-0.231, -1.695, 4.629], [2.153, -5.360, -1.967], [-2.046, 1.187, -0.081], [-1.992, 4.301, -0.050], [-2.227, -1.060, 3.223], [0.340, -3.492, 0.212], [-0.380, -3.405, -1.894], [-2.198, 2.616, 3.857], [-4.132, -0.722, -0.031], [1.596, -6.694, -4.327], [-0.294, -4.921, -1.521], [2.913, -6.541, -3.920], [-0.950, 2.012, -0.196], [-1.614, -5.664, -1.703], [0.112, 3.905, 1.022], [-1.669, -7.003, -1.318], [-0.952, 3.405, 0.243], [-0.963, 1.910, 4.425], [0.094, 5.192, 1.526], [-3.997, -7.118, -1.895], [-0.710, -0.934, 3.392], [-2.767, -5.063, -2.190], [0.561, -6.187, -3.554], [-3.369, 1.531, 0.399], [2.341, -0.046, 2.519], [3.188, -5.865, -2.740], [2.283, 1.421, -1.405], [-4.370, 0.617, 0.402], [0.547, -5.534, 0.360], [-0.463, -6.297, -3.884], [-2.997, 1.900, 3.649], [2.379, -4.805, -1.064], [3.214, 3.097, -1.935], [-3.549, 2.528, 0.774], [-2.835, 6.252, 0.215], [2.130, -1.087, 2.766], [1.846, 1.934, 3.104], [-0.771, -7.484, -0.943], [1.638, 1.559, 5.541], [-1.639, 2.107, 6.473], [-2.581, 3.359, 4.567], [1.370, -7.203, -5.257], [4.212, -5.714, -2.423], [0.853, -1.808, 4.630], [-2.867, -8.766, -1.101], [0.923, 5.534, 2.137], [-2.762, -0.671, 4.095], [-0.983, 7.060, 1.659], [-4.922, -7.678, -1.966], [-2.567, -2.062, -0.602], [-0.526, -1.218, 5.565], [-4.907, -1.476, -0.049], [3.424, 0.103, 2.591], [-2.579, -0.521, 2.342], [-2.083, 0.576, 5.722], [0.945, 3.248, 1.220], [-2.506, -2.111, 3.106], [2.046, 0.099, 1.478], [-1.960, 3.121, 2.920], [-4.844, -5.301, -2.653], [3.722, -6.933, -4.526], [-0.188, 2.678, 4.555], [-2.787, 3.977, -0.709], [-0.658, -2.704, 4.620], [3.771, 1.748, -2.719], [1.910, -0.173, 5.316], [-5.353, 0.904, 0.766], [-2.735, -4.030, -2.507], [-0.426, 0.836, 6.262], [3.184, 0.981, 4.917], [-0.257, -1.422, 2.522]],
  "lowdin_charge": [0.715, 0.459, 1.118, 0.027, 0.043, 0.037, -0.226, -0.035, -0.013, 0.132, -0.059, -0.137, -0.132, -0.203, -0.128, -0.130, -0.558, -0.147, -0.082, -0.100, -0.116, -0.009, -0.258, -0.069, -0.122, -0.563, -0.470, -0.138, -0.149, -0.093, -0.288, -0.113, -0.275, -0.146, -0.065, -0.045, -0.187, -0.550, -0.117, -0.115, -0.542, -0.006, -0.022, -0.077, -0.130, -0.085, -0.924, -0.149, 0.137, 0.118, 0.066, 0.121, 0.053, 0.081, 0.083, 0.060, 0.085, 0.116, 0.052, 0.065, 0.066, 0.093, 0.098, 0.051, 0.091, 0.087, 0.057, 0.074, 0.089, 0.087, 0.048, 0.062, 0.073, 0.042, 0.057, 0.084, 0.076, 0.023, 0.051, 0.098, 0.089, 0.092, 0.103, 0.071, 0.032, 0.052, 0.081, 0.107, 0.046, 0.066, 0.063],
  "charge": -2,
  "homo_lumo_gap_ev": 3.699,
  "de_lowest_ev": 0.022,
  "molar_mass_g_mol": 773.3,
  "e_homo_ev": 0.5
}

=====

{
  "formula": "C37H43O3PmSi",
  "method": "wB97M-V/def2-TZVPD",
  "species": ["Pm", "Si", "O", "O", "O", "C", "C", "C", "C", "C", "C", "C", "C", "C", "C", "C", "C", "C", "C", "C", "C", "C", "C", "C", "C", "C", "C", "C", "C", "C", "C", "C", "C", "C", "C", "C", "C", "C", "C", "C", "C", "C", "H", "H", "H", "H", "H", "H", "H", "H", "H", "H", "H", "H", "H", "H", "H", "H", "H", "H", "H", "H", "H", "H", "H", "H", "H", "H", "H", "H", "H", "H", "H", "H", "H", "H", "H", "H", "H", "H", "H", "H", "H", "H", "H"],
  "xyz": [[-0.702, -0.906, -0.288], [0.226, 0.381, 3.172], [-0.297, -0.117, 1.712], [-0.265, -0.354, -5.345], [1.847, 1.886, -3.314], [1.330, 2.989, 3.694], [3.980, 2.247, 3.259], [-0.054, 3.255, -3.564], [-1.245, -1.962, -6.883], [-1.718, 1.700, 6.577], [-3.157, 0.156, 0.392], [-3.452, 1.379, 4.915], [-0.009, -3.425, 0.039], [-3.232, 0.301, -1.015], [2.234, -2.308, 5.663], [-0.040, -1.077, -6.618], [3.704, 3.491, 3.844], [1.857, -2.055, -0.079], [0.656, 1.005, -3.201], [-3.067, 1.722, 6.214], [0.985, -2.751, 0.807], [-0.060, 0.869, -6.183], [-0.127, -2.246, 4.172], [-0.757, 1.332, 5.629], [0.013, 0.164, -7.521], [0.166, -3.359, 4.970], [-1.129, 1.015, 4.314], [2.936, 1.358, 2.957], [0.742, -1.145, 4.146], [1.271, 3.116, -2.781], [1.349, -3.389, 5.721], [1.605, 1.684, 3.258], [1.422, -2.329, -1.406], [-3.035, -1.949, -0.535], [-3.031, -1.229, 0.702], [-0.663, 1.840, -3.375], [-2.484, 1.008, 3.975], [-3.091, -0.998, -1.593], [1.931, -1.190, 4.871], [0.242, -3.141, -1.341], [2.368, 3.879, 4.004], [1.313, -1.750, -6.753], [-3.037, -1.213, -2.655], [0.959, 0.344, -8.036], [0.882, 1.364, -5.897], [-0.330, -3.522, -2.190], [-3.371, 1.237, -1.541], [-1.247, -2.286, -7.931], [-2.175, -1.394, -6.716], [3.171, -2.329, 6.222], [-2.929, -1.663, 1.690], [-1.184, -2.844, -6.224], [-4.506, 1.390, 4.623], [-3.819, 2.013, 6.942], [-3.171, 0.975, 1.095], [-2.791, 0.681, 2.982], [1.586, -4.264, 6.332], [5.013, 1.972, 3.050], [1.934, -2.020, -2.309], [1.453, -2.014, -7.809], [-0.888, 1.594, -6.131], [-1.349, 1.760, -2.520], [2.123, -1.041, -6.538], [2.626, -0.352, 4.825], [0.666, 0.417, -2.242], [-0.869, 0.271, -8.159], [0.157, 3.379, -4.653], [-1.045, -2.237, 3.577], [-0.529, -4.202, 4.996], [0.306, 3.319, 3.850], [1.375, -2.663, -6.144], [-1.392, 1.971, 7.583], [1.067, 3.024, -1.696], [1.958, 3.953, -2.886], [3.188, 0.388, 2.534], [4.522, 4.173, 4.116], [-3.056, -3.033, -0.628], [2.683, -1.414, 0.221], [-0.798, -4.070, 0.434], [0.293, 1.276, 5.925], [1.127, -2.855, 1.883], [-0.706, 4.090, -3.269], [2.144, 4.877, 4.381], [0.632, 0.303, -4.022], [-1.237, 1.547, -4.274]],
  "lowdin_spin": [4.048, 0.001, -0.005, 0.000, 0.000, 0.000, 0.000, 0.000, 0.000, 0.000, -0.003, 0.000, -0.005, -0.007, 0.000, 0.000, 0.000, -0.005, 0.000, 0.000, -0.004, 0.000, 0.000, 0.000, 0.000, 0.000, 0.000, 0.000, 0.000, 0.000, 0.000, 0.000, -0.003, -0.002, -0.003, 0.000, 0.000, -0.004, 0.000, -0.007, 0.000, 0.000, 0.000, 0.000, 0.000, 0.000, 0.000, 0.000, 0.000, 0.000, 0.000, 0.000, 0.000, 0.000, 0.000, 0.000, 0.000, 0.000, 0.000, 0.000, 0.000, 0.000, 0.000, 0.000, 0.000, 0.000, 0.000, 0.000, 0.000, 0.000, 0.000, 0.000, 0.000, 0.000, 0.000, 0.000, 0.001, 0.000, 0.000, 0.000, 0.000, 0.000, 0.000, 0.000, 0.000],
  "charge": 0,
  "multiplicity": 5,
  "homo_lumo_gap_ev": [8.733, 8.764],
  "de_lowest_ev": 0.432,
  "molar_mass_g_mol": 708.8,
  "e_homo_ev": [-8.4, -8.4]
}

=====

{
  "formula": "C37H44CsF6N5O8S3Si",
  "method": "wB97M-V/def2-TZVPD",
  "species": ["Cs", "S", "S", "S", "Si", "F", "F", "F", "F", "F", "F", "O", "O", "O", "O", "O", "O", "O", "O", "N", "N", "N", "N", "N", "C", "C", "C", "C", "C", "C", "C", "C", "C", "C", "C", "C", "C", "C", "C", "C", "C", "C", "C", "C", "C", "C", "C", "C", "C", "C", "C", "C", "C", "C", "C", "C", "C", "C", "C", "C", "C", "H", "H", "H", "H", "H", "H", "H", "H", "H", "H", "H", "H", "H", "H", "H", "H", "H", "H", "H", "H", "H", "H", "H", "H", "H", "H", "H", "H", "H", "H", "H", "H", "H", "H", "H", "H", "H", "H", "H", "H", "H", "H", "H", "H"],
  "xyz": [[-0.108, -0.738, 0.122], [-0.163, 3.511, 3.517], [2.135, 0.068, 3.635], [-0.317, -1.050, 4.399], [-3.067, -2.107, -3.143], [2.953, -2.325, 4.436], [-0.654, -0.448, 6.958], [3.348, -0.731, 5.848], [4.538, -0.905, 4.048], [-2.422, -1.166, 5.935], [-1.722, 0.855, 5.595], [0.062, -2.374, 4.806], [2.744, 1.355, 3.770], [-1.168, -0.914, 3.251], [-2.370, -3.564, -3.572], [-2.406, -1.339, -1.952], [2.036, -0.538, 2.338], [-4.676, -2.502, -2.897], [-3.111, -1.296, -4.598], [-0.995, 3.035, 2.110], [-0.362, 5.063, 1.073], [0.830, 0.026, 4.506], [-1.391, 2.103, -0.539], [2.359, -2.446, -1.076], [-0.432, 6.038, 4.611], [2.662, -3.413, -3.231], [-6.960, -2.343, -2.366], [2.513, -2.291, -2.399], [-5.569, -1.794, -2.052], [-2.305, 0.267, -6.169], [2.577, 1.573, -4.153], [-1.983, 1.655, -1.646], [2.582, -4.823, -1.308], [-0.691, -0.943, -4.698], [3.421, 0.579, -4.642], [-0.422, 5.878, 2.214], [-1.903, -4.601, -2.728], [-5.223, -2.050, -0.586], [-2.418, 4.237, -0.889], [-5.525, -0.295, -2.349], [3.300, -1.043, 4.546], [-1.098, -5.536, -3.627], [-3.031, 3.766, -2.043], [-1.003, -4.073, -1.614], [-0.356, 5.261, 3.464], [1.644, 0.057, -2.421], [-2.813, 2.457, -2.426], [-1.613, 3.360, -0.170], [-1.328, -0.400, 5.802], [-2.006, -1.054, -5.462], [-0.543, 7.258, 2.124], [-3.099, -5.343, -2.131], [1.733, 1.299, -3.082], [2.514, -0.913, -2.968], [2.395, -3.672, -0.561], [-1.933, -2.188, -6.484], [3.382, -0.671, -4.043], [2.701, -4.681, -2.684], [-0.963, 3.799, 1.098], [-0.509, 7.422, 4.522], [-0.564, 8.030, 3.279], [2.804, -5.551, -3.322], [-0.407, 5.549, 5.578], [-1.726, -5.902, -4.442], [-2.768, -6.186, -1.518], [0.134, -0.693, -5.371], [4.052, -1.449, -4.402], [1.093, 2.120, -2.745], [-1.116, -2.019, -7.192], [-4.542, 0.096, -2.083], [-0.601, 7.728, 1.148], [-1.560, -3.409, -0.954], [2.720, -3.271, -4.302], [-0.594, -4.907, -1.037], [-0.448, -1.881, -4.194], [-0.436, 5.544, 0.191], [-3.679, 4.414, -2.621], [-1.538, 0.495, -6.913], [-3.275, 2.033, -3.308], [2.601, -5.794, -0.830], [-0.713, -6.389, -3.062], [-0.533, 8.021, 5.424], [-7.720, -1.871, -1.738], [-0.633, 9.108, 3.200], [-3.688, -4.666, -1.511], [-0.173, -3.503, -2.040], [-2.591, 5.247, -0.537], [-1.770, -3.133, -5.966], [-5.922, -1.531, 0.077], [2.590, 2.560, -4.610], [-6.976, -3.421, -2.189], [-0.743, -0.174, -3.929], [-0.252, -4.993, -4.055], [-6.284, 0.240, -1.771], [-5.696, -0.122, -3.414], [2.267, -3.732, 0.517], [-4.208, -1.702, -0.392], [4.101, 0.779, -5.463], [-7.202, -2.164, -3.415], [-1.839, 0.608, -1.920], [-2.330, 1.080, -5.441], [-2.874, -2.253, -7.037], [-5.275, -3.121, -0.373], [-3.743, -5.714, -2.931], [-3.278, 0.212, -6.664]],
  "lowdin_charge": [0.966, 1.009, 0.543, 0.567, 0.013, 0.127, 0.121, 0.118, 0.119, 0.116, 0.122, -0.285, -0.291, -0.343, -0.111, -0.368, -0.383, -0.111, -0.107, -0.189, 0.114, -0.296, 0.092, 0.073, -0.105, -0.039, -0.048, -0.252, -0.663, -0.037, -0.146, -0.125, -0.099, -0.032, -0.145, -0.259, -0.648, -0.033, -0.034, -0.038, -0.669, -0.036, -0.070, -0.046, -0.459, -0.157, -0.041, -0.231, -0.677, -0.648, -0.038, -0.028, -0.195, -0.262, -0.168, -0.035, -0.094, -0.097, -0.375, -0.114, -0.113, 0.097, 0.103, 0.080, 0.080, 0.094, 0.088, 0.058, 0.078, 0.059, 0.106, 0.053, 0.103, 0.087, 0.079, 0.126, 0.101, 0.079, 0.102, 0.091, 0.079, 0.093, 0.075, 0.092, 0.071, 0.075, 0.104, 0.071, 0.081, 0.076, 0.078, 0.067, 0.077, 0.082, 0.088, 0.108, 0.072, 0.075, 0.079, 0.044, 0.069, 0.080, 0.078, 0.086, 0.078],
  "charge": -2,
  "homo_lumo_gap_ev": 5.178,
  "de_lowest_ev": 1.553,
  "molar_mass_g_mol": 1058.0,
  "e_homo_ev": -1.6
}

=====

{
  "formula": "C37H45AsN4O2P2ReS5",
  "method": "wB97M-V/def2-TZVPD",
  "species": ["Re", "As", "S", "S", "S", "S", "S", "P", "P", "O", "O", "N", "N", "N", "N", "C", "C", "C", "C", "C", "C", "C", "C", "C", "C", "C", "C", "C", "C", "C", "C", "C", "C", "C", "C", "C", "C", "C", "C", "C", "C", "C", "C", "C", "C", "C", "C", "C", "C", "C", "C", "C", "H", "H", "H", "H", "H", "H", "H", "H", "H", "H", "H", "H", "H", "H", "H", "H", "H", "H", "H", "H", "H", "H", "H", "H", "H", "H", "H", "H", "H", "H", "H", "H", "H", "H", "H", "H", "H", "H", "H", "H", "H", "H", "H", "H", "H"],
  "xyz": [[-0.918, 0.727, -0.930], [-2.521, 3.676, -0.733], [3.134, -2.004, 5.008], [-0.951, 2.727, -2.095], [-4.417, 3.366, -1.546], [-2.021, 1.877, 0.626], [-1.905, 5.466, 0.080], [-0.432, -0.893, 0.898], [1.202, 1.193, 0.327], [0.360, -0.260, -2.325], [1.702, -1.091, -3.859], [0.972, -0.073, 1.440], [-4.200, 0.212, -3.509], [-1.949, 0.386, -3.998], [-2.555, -0.148, -1.853], [1.262, 2.798, 1.156], [1.002, -5.179, 0.097], [-3.122, -1.153, 4.646], [0.818, 2.956, 2.464], [-1.897, -0.510, 4.716], [-1.483, -1.000, 2.388], [-3.525, -1.732, 3.451], [1.288, -0.127, -3.238], [2.015, -0.729, 2.233], [2.906, 0.891, -0.249], [-4.543, 0.870, -4.764], [1.647, 3.915, 0.418], [-5.267, -0.047, -2.553], [1.235, 5.316, 2.323], [-4.814, -1.197, -1.677], [-3.513, 0.547, -5.833], [-1.084, -0.434, 3.595], [-2.139, 0.940, -5.323], [-2.711, -1.659, 2.334], [3.165, -0.312, -0.904], [3.974, 1.729, 0.068], [5.266, 1.383, -0.299], [-2.920, 0.154, -3.111], [1.037, -4.212, -0.897], [0.812, 4.213, 3.047], [3.462, -3.386, 3.892], [3.760, -0.601, 4.037], [4.455, -0.654, -1.274], [0.031, -3.593, 1.620], [5.510, 0.197, -0.977], [-3.542, -0.773, -0.969], [1.641, 5.169, 1.006], [2.694, 0.162, 3.259], [0.570, -2.933, -0.639], [1.841, 1.258, -3.516], [0.082, -2.612, 0.630], [0.492, -4.872, 1.351], [-3.745, 1.085, -6.751], [0.536, -2.194, -1.439], [-3.760, -1.207, 5.518], [3.169, 1.013, 2.764], [1.420, 2.035, -2.883], [1.923, 6.034, 0.422], [-5.533, 0.521, -5.058], [6.084, 2.048, -0.053], [2.358, -1.006, -1.116], [3.130, -4.286, 4.406], [-4.605, 1.951, -4.595], [-3.060, -1.642, -0.513], [1.653, 1.498, -4.564], [1.933, 3.812, -0.623], [3.807, 2.655, 0.599], [0.451, -5.629, 2.124], [-4.646, -2.084, -2.291], [0.449, 2.103, 3.015], [-5.570, -1.440, -0.930], [-3.533, -0.523, -6.050], [1.215, 6.299, 2.775], [-3.784, -0.061, -0.171], [0.455, 4.332, 4.062], [1.546, -1.570, 2.748], [1.409, -4.453, -1.884], [-1.351, 0.546, -5.965], [1.961, 0.574, 3.955], [-6.158, -0.299, -3.127], [2.923, 1.223, -3.388], [4.627, -1.586, -1.797], [-4.477, -2.243, 3.387], [6.519, -0.065, -1.268], [1.361, -6.179, -0.109], [-5.465, 0.851, -1.958], [-1.016, 0.232, -3.647], [4.528, -3.474, 3.689], [2.775, -1.145, 1.562], [2.914, -3.306, 2.954], [-0.357, -3.359, 2.604], [4.247, 0.069, 4.745], [4.537, -0.974, 3.367], [-2.035, 2.029, -5.284], [-0.134, 0.077, 3.666], [-3.036, -2.138, 1.419], [-1.570, -0.062, 5.645]],
  "lowdin_spin": [0.577, 0.001, 0.000, 0.277, 0.026, 0.030, -0.003, 0.023, 0.008, 0.006, 0.001, -0.002, 0.000, 0.004, 0.015, 0.000, 0.001, 0.000, 0.001, 0.000, 0.002, 0.000, 0.000, 0.000, 0.001, 0.000, 0.002, 0.000, 0.001, 0.001, 0.000, 0.000, 0.002, 0.000, 0.000, 0.000, 0.000, 0.004, 0.000, 0.000, 0.000, 0.000, 0.000, 0.001, 0.000, 0.007, 0.000, 0.000, 0.001, -0.001, 0.004, 0.000, 0.000, 0.000, 0.000, 0.000, 0.000, 0.000, 0.000, 0.000, 0.000, 0.000, 0.000, 0.002, 0.000, 0.001, 0.000, 0.000, 0.000, 0.000, 0.000, 0.000, 0.000, 0.001, 0.000, 0.000, 0.000, 0.000, 0.000, 0.000, 0.000, 0.000, 0.000, 0.000, 0.000, 0.000, 0.000, 0.000, 0.000, 0.000, 0.000, 0.000, 0.000, 0.002, 0.000, 0.000, 0.000],
  "charge": 0,
  "multiplicity": 2,
  "homo_lumo_gap_ev": [6.192, 5.946],
  "de_lowest_ev": 0.000,
  "molar_mass_g_mol": 1061.2,
  "e_homo_ev": [-7.2, -7.2]
}